# 1
# C31H59BN3O9S3

A cluster of 2 separate species, C31H59BN3O9S3 in total in a non-equilibrium geometry (ωB97M-V/def2-TZVPD, the Open Molecules 2025 dataset).

Each line ends with the Mulliken charge.
Cartesian coordinates (Å):
H: 6.087 -2.416 -0.586  0.151
H: 1.332 -3.438 -2.523  0.385
S: 3.358 -3.947 -0.986  -0.108
H: 7.029 -6.334 -1.296  0.314
C: 0.189 3.020 -3.463  -0.466
C: 1.969 -2.882 -1.709  -0.443
H: 4.277 1.227 -0.421  -0.068
H: 0.599 -1.052 -3.666  0.366
H: 5.045 2.523 -2.631  0.290
H: -3.046 1.725 2.151  0.193
H: -4.965 1.527 5.458  0.248
H: -3.587 0.519 -7.036  0.331
C: 0.847 2.291 -2.157  0.554
H: -5.338 -2.940 6.309  0.073
H: 5.166 -6.225 -0.794  0.343
C: 4.557 -4.164 -2.420  0.023
C: -7.129 -0.896 6.792  -0.247
C: 1.056 -2.402 -0.400  -0.853
C: -2.226 0.878 2.134  -0.473
H: 0.990 6.093 -2.336  0.350
H: -1.975 4.324 -4.460  0.221
S: 4.002 -3.718 -3.980  -0.208
H: 3.186 3.242 0.936  0.015
H: 2.949 4.006 -3.107  0.098
N: 0.450 0.820 -2.410  0.611
C: 7.005 -3.620 -2.372  -0.609
H: -6.562 0.010 6.578  0.025
H: -0.504 -2.042 -2.024  0.190
C: 0.093 2.458 -0.672  0.265
H: -2.183 0.364 1.057  0.103
H: -0.913 2.641 -3.569  -0.004
H: -4.772 -2.940 7.951  0.427
H: -7.987 -0.563 7.385  0.438
C: -5.148 -2.283 7.158  -0.315
H: -1.023 -0.207 -6.427  0.298
C: 4.618 3.174 -1.726  -0.767
O: 2.338 2.126 -2.090  -0.375
H: -2.317 0.103 3.007  0.210
H: -8.359 -2.356 5.767  0.355
H: 0.865 2.709 -4.397  0.315
C: 6.598 -4.749 0.303  -0.196
H: 0.770 0.547 -4.645  0.455
H: -2.100 0.540 -3.376  0.219
H: -7.344 -3.317 3.250  0.272
H: -3.985 0.540 -5.183  0.268
H: 1.745 -1.720 0.260  0.406
C: -4.229 0.973 6.047  -0.880
H: -1.877 5.771 -3.213  0.226
H: -1.131 -1.541 -0.318  0.363
H: 0.977 5.078 -4.189  0.540
O: -4.389 -0.408 5.766  -0.246
C: -6.775 -3.285 4.181  -0.870
H: 6.012 2.009 -0.274  0.342
H: 8.042 -4.166 -2.549  0.296
H: -7.240 -3.929 4.936  0.423
H: 7.029 -5.517 1.103  0.307
C: -1.298 5.186 -4.048  -1.105
C: 6.132 -5.586 -1.057  -0.647
H: 2.461 -1.881 -2.132  0.244
C: 3.011 3.432 -2.069  -0.020
O: -6.653 -1.941 4.621  -0.260
O: -6.381 -1.755 7.659  -0.459
H: -1.144 5.942 -4.956  0.322
C: -4.038 -1.265 6.848  -0.519
H: -8.278 -0.776 4.982  0.378
O: 0.659 3.431 0.283  -0.506
H: -1.465 1.574 -5.843  0.196
H: 1.779 0.890 0.169  -0.132
H: 7.915 -1.917 -0.982  0.299
C: 4.346 2.994 1.018  -0.726
C: 4.852 2.271 -0.372  -0.058
H: -0.087 -0.653 3.086  0.275
H: 4.892 4.017 1.244  0.303
H: -4.398 1.206 7.105  0.433
C: 7.144 -2.797 -0.938  -0.179
C: -1.399 -0.052 -4.112  -0.390
N: -1.398 2.209 -0.712  -0.217
H: 5.247 4.175 -1.740  0.343
C: -1.667 0.412 -5.662  -0.285
H: 2.626 4.182 -1.257  0.215
H: 6.843 -2.871 -3.266  0.342
C: -2.116 3.346 -0.988  0.198
H: -3.226 1.294 5.746  0.260
H: 0.624 -3.310 0.208  0.425
N: 5.960 -4.714 -2.280  0.010
C: -7.689 -1.527 5.508  -0.499
H: -1.709 -1.198 -4.043  0.375
H: -3.788 -0.700 7.757  0.379
O: 7.669 -3.771 0.053  -0.399
O: -0.910 1.589 2.254  -0.479
C: 0.155 4.650 -3.445  0.022
C: 0.628 1.025 0.006  -0.032
C: 0.218 0.079 -3.707  -0.956
B: 0.013 0.673 1.494  1.017
H: -5.768 -3.670 3.991  0.232
H: -3.145 -1.815 6.538  0.355
H: 5.653 -4.201 0.762  0.183
C: 0.280 0.067 -1.276  -0.228
O: 0.389 5.291 -2.148  -0.496
O: 0.383 -0.587 2.186  -0.597
H: 0.181 4.310 0.260  0.413
C: -0.170 -1.487 -1.021  -0.672
C: -3.265 0.093 -5.990  -1.037
H: -3.457 -1.077 -6.018  0.284
S: -3.130 4.743 -0.819  -0.063
H: 4.442 2.290 1.977  0.281

Forces on the atoms, in the same order (eV/Å):
H 1.983 -0.607 -0.691
H 1.415 1.050 1.640
S 0.568 0.267 -1.598
H -2.023 1.558 0.398
C 0.957 0.832 0.239
C -0.316 1.137 0.472
H 1.228 2.298 -0.253
H -0.446 2.796 0.403
H -0.878 1.399 1.897
H 1.583 -2.035 0.030
H 0.083 -0.062 -0.010
H 0.739 -0.805 2.073
C -0.357 -1.310 -1.050
H 0.100 0.219 -0.183
H 2.011 1.486 -0.827
C 0.314 0.340 -2.059
C -0.115 0.000 0.038
C 0.531 0.520 -0.879
C 0.281 0.418 -0.585
H -1.492 -1.926 0.533
H 1.299 1.538 0.875
S 1.114 -0.578 2.624
H 2.396 -0.485 0.096
H -0.014 -1.486 1.963
N -0.743 -4.111 2.753
C 1.624 0.852 0.366
H 0.051 -0.119 -0.249
H 0.685 1.541 2.067
C 3.102 -1.879 2.311
H -0.822 0.783 2.338
H 2.258 0.507 0.200
H -0.057 0.215 0.049
H 0.022 -0.203 0.023
C 0.008 -0.018 0.166
H -1.101 1.245 1.667
C -0.133 -1.407 -0.917
O -2.663 2.663 0.031
H -0.194 1.453 -1.783
H 0.178 -0.008 -0.026
H -1.723 0.559 2.055
C -0.407 -0.684 0.457
H -0.997 -0.670 2.407
H 1.493 -1.036 -1.384
H -0.128 -0.198 -0.006
H 1.492 -0.737 -1.461
H -1.470 -1.578 -0.999
C -0.014 -0.168 -0.291
H 1.190 -1.274 -1.600
H 2.249 0.648 -1.358
H -1.603 -1.246 1.530
O 0.007 0.316 0.527
C 0.284 0.262 -0.065
H -2.550 0.633 -0.300
H -2.163 1.127 0.400
H -0.032 0.095 -0.087
H -0.981 1.663 -1.786
C -0.048 0.514 -0.456
C 1.473 -0.551 1.316
H -1.023 -2.354 0.594
C 2.260 1.840 0.358
O -0.286 -0.505 0.307
O 0.216 0.101 -0.471
H -0.190 -1.659 2.025
C -0.452 -0.283 -0.170
H -0.232 0.192 0.117
O -2.070 -0.116 -2.137
H -0.314 -2.536 0.551
H -1.804 0.839 -0.668
H -1.505 -1.771 -0.069
C -0.754 0.198 0.198
C 0.225 -0.116 0.852
H 1.070 0.384 -1.977
H -0.976 -2.182 -0.546
H 0.073 -0.054 -0.113
C 0.100 -0.674 -0.430
C 0.152 -0.269 -0.530
N -2.345 7.505 -2.350
H -1.594 -1.952 0.278
C -1.235 -0.043 -0.018
H 0.242 -1.821 -1.425
H -0.090 -1.789 1.772
C 0.273 -1.240 3.026
H 0.010 0.172 0.170
H 0.839 1.948 -1.213
N -2.956 1.428 1.514
C 0.497 0.154 0.250
H 0.666 2.449 -0.047
H -0.139 0.015 -0.181
O -2.440 0.036 -1.044
O 0.981 -2.805 -2.169
C -0.444 1.167 -1.882
C -0.412 -0.964 -1.559
C -0.765 -1.107 -2.463
B -1.231 -0.551 3.020
H -0.098 0.089 -0.043
H 0.072 -0.197 0.207
H 1.905 -1.017 -0.857
C 0.663 1.685 0.693
O 1.149 0.640 -1.440
O -1.624 2.800 -0.459
H 0.623 -1.343 -0.376
C -0.405 -0.603 -1.038
C 0.044 -0.305 -0.266
H 0.505 2.442 0.090
S 3.536 -5.054 -0.867
H 0.038 1.472 -2.256

The total energy is -3276.6854 a.u. The calculation puts the HOMO energy at -10.480 eV. As for the total charge: +1.

***

# 2
# C4H8N3P

An isolated molecule of C4H8N3P in a non-equilibrium geometry (ωB97M-V/def2-TZVPD, the Open Molecules 2025 dataset).

Each line ends with the natural charge from an NBO analysis.
Cartesian coordinates (Å):
H: -1.823 0.390 1.604  0.372
C: -0.596 -0.873 -0.313  0.068
H: 2.395 -1.135 -1.091  0.231
H: 2.654 0.555 -1.649  0.227
H: 1.616 -0.620 1.179  0.223
H: -0.060 2.118 -0.804  0.401
N: -2.562 0.729 0.937  -1.145
P: -1.960 0.404 -0.659  1.055
C: 2.065 -0.106 -0.962  -0.421
H: 1.709 1.154 0.927  0.211
N: -0.419 1.189 -0.918  -0.919
H: -1.311 -2.370 0.622  0.345
H: -3.382 0.183 1.160  0.387
N: -0.469 -2.005 0.147  -0.636
C: 0.500 0.146 -0.619  0.043
C: 1.641 0.240 0.439  -0.441

Forces on the atoms, in the same order (eV/Å):
H -1.039 0.725 -0.434
C 0.339 1.852 -1.253
H -0.471 0.056 0.002
H -0.922 -0.196 0.944
H 0.178 1.039 -1.048
H -0.618 0.523 -0.108
N 2.186 -0.750 0.786
P 0.404 -0.050 -0.138
C -1.195 0.744 -0.498
H 0.648 1.820 0.406
N 0.155 0.711 -0.300
H 0.173 -0.053 -0.907
H -0.401 0.142 -0.276
N -0.014 -1.833 1.776
C 2.104 -2.022 1.215
C -1.526 -2.706 -0.167

The total energy is -662.7544 a.u. As for the SMILES: [H]/N=C1\P(N)NC12CC2. The calculation puts the HOMO energy at -8.189 eV. As for the total charge: 0. The calculation puts the energy above the lowest of the compared OMol25 structures with the same formula, charge and spin at 17.0 kcal per mole.

***

# 3
# C4H8N3S

The ion C4H8N3S with charge +1 in a non-equilibrium geometry (ωB97M-V/def2-TZVPD, the Open Molecules 2025 dataset).

Each line ends with the natural charge from an NBO analysis.
Cartesian coordinates (Å):
H: 3.560 0.630 -0.697  0.249
H: -2.736 -0.339 -0.794  0.429
H: 2.719 -0.868 -1.344  0.273
C: 2.625 0.184 -0.750  -0.750
N: -0.059 -1.355 0.500  -0.451
C: -1.761 0.824 0.563  0.313
H: -1.173 -2.220 -0.839  0.244
N: -0.798 0.979 1.348  -0.674
C: -1.191 -1.424 -0.108  0.343
H: -0.679 1.780 1.969  0.416
H: -2.267 1.699 0.126  0.196
S: 2.250 -0.018 1.027  0.413
C: 0.716 -0.722 1.372  0.050
H: 0.691 -1.131 2.423  0.274
H: 1.844 1.000 -1.081  0.252
N: -2.059 -0.363 -0.096  -0.579

Forces on the atoms, in the same order (eV/Å):
H 1.834 0.857 0.001
H -1.404 0.093 -1.164
H -0.653 2.774 1.385
C -3.742 -1.488 -1.030
N 0.455 -0.471 0.359
C 0.112 1.811 -1.195
H -1.297 -0.178 -0.023
N 0.321 -1.074 1.931
C 2.815 1.582 0.583
H -0.327 0.274 -1.092
H -0.671 -0.470 0.488
S 0.195 -0.357 0.717
C -0.486 -1.588 -1.070
H -0.258 1.051 -0.906
H 1.615 -1.988 -0.147
N 1.491 -0.829 1.162

The total energy is -719.3422 a.u. The calculation puts the HOMO energy at -13.779 eV. As for the total charge: +1. The calculation puts the energy above the lowest of the compared OMol25 structures with the same formula, charge and spin at 68.2 kcal per mole.

***

One value per record, in order, for Kohn-Sham gap: 6.69 9.13 9.92 eV.